#i
C4H7FO | ωB97M-V/def2-TZVPD

Atoms and positions in Å:
C -1.003 0.050 1.492
C 0.554 -0.235 -0.167
C 1.931 -0.758 -0.397
C -0.127 0.394 -1.149
H -1.804 -0.151 0.743
H -1.232 -0.418 2.458
H -0.922 1.153 1.632
H 2.596 -0.323 0.317
H 1.929 -1.858 -0.312
H 2.335 -0.531 -1.401
H 0.236 0.448 -2.157
O 0.169 -0.531 1.114
F -1.402 1.024 -0.984

Results
Frontier orbital gap (eV): 9.97
E_LUMO (eV): 1.03
Net charge: 0
SMILES: CO/C(C)=C\F

***

#ii
C4H7FO | ωB97M-V/def2-TZVPD

Atoms and positions in Å:
C -0.673 -0.959 1.666
C -0.589 0.208 0.789
C 0.055 -0.111 -0.492
C 1.276 0.346 -0.804
H -1.244 -0.743 2.587
H 0.322 -1.396 1.842
H -1.244 -1.650 1.114
H -0.077 1.093 1.180
H -2.339 0.200 -0.107
H -0.373 -0.928 -1.072
H 1.854 1.112 -0.293
O -1.943 0.695 0.577
F 2.025 -0.017 -1.869

Results
Frontier orbital gap (eV): 10.97
E_LUMO (eV): 1.02
Net charge: 0
SMILES: C[C@H](O)/C=C/F

***

#iii
C4H7FO | ωB97M-V/def2-TZVPD

Atoms and positions in Å:
C 0.460 0.708 0.911
C 0.867 -0.699 0.207
C -0.034 0.255 -0.497
C -1.333 -0.280 -0.959
H 1.482 2.000 1.917
H -0.331 0.463 1.566
H 0.192 -1.618 0.682
H 1.877 -1.151 -0.287
H 0.710 0.843 -0.946
H -2.026 -0.528 0.004
H -2.037 -0.015 -2.075
O 1.060 1.754 0.973
F -0.886 -1.734 -1.496

Results
Frontier orbital gap (eV): 9.60
E_LUMO (eV): 0.44
Net charge: 0

***

It turns out #ii is the most stable, with the second structure 7.7 kcal/mol higher.

***

#i
C39H36BCl3FN5O6PTl | ωB97M-V/def2-TZVPD

Atoms and positions in Å:
Tl 0.739 0.278 0.993
O -2.944 -0.624 3.811
C -2.354 -0.464 2.738
O -1.270 0.170 2.545
C -2.995 -1.096 1.478
P -1.644 -1.689 0.407
C -1.169 -3.270 1.230
C -0.265 -4.116 0.583
C 0.183 -5.278 1.192
C -0.246 -5.609 2.473
C -1.127 -4.766 3.133
C -1.589 -3.605 2.518
C -2.445 -2.348 -1.107
C -1.643 -2.412 -2.250
C -2.160 -2.886 -3.450
C -3.491 -3.279 -3.529
C -4.299 -3.201 -2.401
C -3.778 -2.740 -1.198
H -3.494 -0.290 0.933
H -3.735 -1.839 1.774
H 0.119 -3.837 -0.393
H 0.888 -5.917 0.673
H 0.120 -6.506 2.958
H -1.455 -5.000 4.139
H -2.263 -2.957 3.067
H -0.612 -2.074 -2.183
H -1.526 -2.931 -4.327
H -3.898 -3.639 -4.466
H -5.340 -3.501 -2.458
H -4.416 -2.688 -0.324
Cl 1.610 5.358 7.018
C 1.724 4.114 5.779
C 0.918 4.180 4.658
C 1.008 3.199 3.688
Cl 0.003 3.351 2.274
C 1.888 2.091 3.765
O 1.971 1.172 2.892
C 2.694 2.105 4.944
Cl 3.840 0.803 5.159
C 2.624 3.074 5.925
H 0.218 4.994 4.529
H 3.267 3.012 6.792
N 4.446 0.214 1.680
C 4.161 0.610 0.401
O 2.996 0.915 0.103
C 5.238 0.656 -0.554
C 4.995 1.097 -1.881
N 4.819 1.467 -2.962
C 6.551 0.282 -0.179
N 7.623 -0.038 0.129
H 3.741 0.468 2.364
H 5.406 0.232 1.977
C 4.031 -3.954 1.747
C 3.009 -3.030 2.314
C 2.630 -2.755 3.619
C 1.639 -1.764 3.531
N 1.436 -1.480 2.247
N 2.272 -2.249 1.530
C 0.860 -1.109 4.619
H 4.315 -4.702 2.486
H 4.924 -3.400 1.450
H 3.647 -4.469 0.865
H 3.016 -3.207 4.519
H 2.153 -2.137 0.495
H 1.537 -0.681 5.361
H 0.223 -1.846 5.116
H 0.213 -0.327 4.222
F 1.288 -1.422 -0.554
C -2.354 4.471 -6.562
C -2.887 3.609 -5.417
C -3.365 2.276 -6.010
C -4.085 4.332 -4.785
C -1.828 3.357 -4.340
C -0.592 4.004 -4.339
C 0.371 3.791 -3.344
C 0.042 2.915 -2.344
O 0.787 2.511 -1.266
B 0.000 1.570 -0.618
O -1.235 1.425 -1.249
C -1.177 2.264 -2.334
C -2.126 2.458 -3.303
H -3.128 4.575 -7.327
H -1.474 4.021 -7.027
H -2.085 5.474 -6.224
H -4.065 2.459 -6.830
H -3.875 1.659 -5.269
H -2.521 1.700 -6.398
H -4.868 4.505 -5.531
H -3.779 5.297 -4.375
H -4.513 3.743 -3.971
H -0.343 4.686 -5.140
H 1.341 4.268 -3.369
H -3.066 1.922 -3.255

Results
Frontier orbital gap (eV): 6.14
E_LUMO (eV): 3.55
Net charge: -2

***

#ii
C39H36BCl3FN5O6PTl | ωB97M-V/def2-TZVPD

Atoms and positions in Å:
Tl -0.771 -1.500 -1.128
O -2.043 -2.399 -5.170
C -1.476 -1.910 -4.201
O -1.542 -2.379 -3.002
C -0.649 -0.634 -4.406
P -0.811 0.493 -2.980
C -2.361 1.387 -3.308
C -2.462 2.761 -3.108
C -3.670 3.412 -3.311
C -4.792 2.694 -3.702
C -4.702 1.321 -3.882
C -3.495 0.667 -3.684
C 0.509 1.718 -3.236
C 1.449 1.922 -2.231
C 2.489 2.822 -2.425
C 2.592 3.524 -3.616
C 1.654 3.326 -4.623
C 0.617 2.425 -4.432
H -0.904 -0.176 -5.361
H 0.401 -0.936 -4.396
H -1.601 3.318 -2.764
H -3.734 4.480 -3.142
H -5.738 3.201 -3.853
H -5.576 0.748 -4.166
H -3.449 -0.408 -3.810
H 1.352 1.386 -1.296
H 3.214 2.976 -1.636
H 3.401 4.230 -3.761
H 1.730 3.874 -5.554
H -0.118 2.276 -5.215
Cl -0.916 5.510 4.403
C -0.842 4.463 2.996
C -1.092 3.107 3.130
C -1.029 2.297 2.017
Cl -1.349 0.597 2.208
C -0.715 2.751 0.690
O -0.669 1.983 -0.307
C -0.474 4.163 0.658
Cl -0.058 4.882 -0.882
C -0.531 4.995 1.758
H -1.332 2.681 4.094
H -0.330 6.052 1.645
N 3.542 -0.548 -3.351
C 2.927 -1.388 -2.442
O 1.705 -1.589 -2.542
C 3.780 -2.004 -1.469
C 3.245 -2.872 -0.495
N 2.820 -3.590 0.306
C 5.144 -1.660 -1.404
N 6.255 -1.327 -1.365
H 4.452 -0.184 -3.121
H 2.914 0.091 -3.811
C -5.998 -3.319 -0.529
C -5.119 -2.112 -0.541
C -5.420 -0.764 -0.422
C -4.180 -0.103 -0.463
N -3.207 -0.999 -0.608
N -3.796 -2.210 -0.656
C -3.911 1.358 -0.349
H -7.025 -3.042 -0.768
H -5.996 -3.801 0.451
H -5.657 -4.051 -1.261
H -6.396 -0.317 -0.323
H -3.067 -3.017 -0.603
H -4.566 1.925 -1.012
H -2.873 1.575 -0.596
H -4.084 1.697 0.676
F -1.740 -3.521 -0.457
C 4.801 -1.897 6.172
C 3.488 -2.503 5.676
C 2.402 -2.200 6.716
C 3.676 -4.023 5.568
C 3.065 -1.947 4.315
C 3.827 -1.010 3.621
C 3.451 -0.512 2.370
C 2.279 -0.987 1.844
O 1.685 -0.697 0.644
B 0.559 -1.504 0.604
O 0.421 -2.254 1.756
C 1.512 -1.926 2.516
C 1.873 -2.417 3.743
H 5.052 -2.325 7.146
H 4.724 -0.815 6.290
H 5.625 -2.112 5.489
H 2.689 -2.598 7.694
H 1.446 -2.645 6.437
H 2.251 -1.123 6.811
H 3.978 -4.439 6.535
H 4.444 -4.263 4.830
H 2.755 -4.518 5.259
H 4.754 -0.650 4.046
H 4.065 0.196 1.831
H 1.254 -3.159 4.229

Results
Frontier orbital gap (eV): 6.64
E_LUMO (eV): 3.90
Net charge: -2

***

It turns out #ii is the most stable, with the second structure 3.8 kcal/mol higher.